No. 1
This record from the OMol25 dataset describes C46H36ClINNbOP2Si as an isolated structure in a non-equilibrium geometry. The level of theory is the ωB97M-V functional and the def2-TZVPD basis.

XYZ file:
```
90
C46H36ClINNbOP2Si | the OMol25 dataset | the ωB97M-V functional and the def2-TZVPD basis
Nb -0.405 0.734 0.106
C 2.713 2.446 0.510
Si 2.206 0.734 0.020
C 2.766 -0.542 1.282
C 4.096 -1.003 1.313
C 4.527 -1.896 2.295
C 3.643 -2.332 3.272
C 2.322 -1.886 3.261
C 1.857 -1.006 2.265
P 0.140 -0.389 2.244
C -0.915 -1.810 1.832
C -0.501 -3.147 1.829
C -1.393 -4.180 1.519
C -2.713 -3.893 1.188
C -3.142 -2.571 1.157
C -2.251 -1.541 1.472
C -0.172 -0.074 4.018
C -1.167 -0.720 4.767
C -1.365 -0.414 6.118
C -0.575 0.546 6.743
C 0.413 1.203 6.019
C 0.609 0.899 4.669
C 2.875 0.238 -1.639
C 4.217 0.403 -2.016
C 4.650 0.001 -3.280
C 3.748 -0.559 -4.180
C 2.407 -0.705 -3.824
C 1.956 -0.300 -2.560
P 0.226 -0.389 -1.995
C -0.186 -2.159 -2.151
C -1.513 -2.570 -2.360
C -1.849 -3.925 -2.448
C -0.866 -4.898 -2.297
C 0.448 -4.516 -2.046
C 0.782 -3.161 -1.965
C -0.624 0.444 -3.381
C -0.916 1.812 -3.236
C -1.549 2.529 -4.256
C -1.903 1.889 -5.440
C -1.621 0.536 -5.604
C -0.984 -0.179 -4.585
H 3.801 2.530 0.601
H 2.276 2.725 1.474
H 2.382 3.180 -0.230
H 4.824 -0.669 0.578
H 5.558 -2.239 2.301
H 3.978 -3.016 4.047
H 1.653 -2.237 4.044
H 0.523 -3.424 2.058
H -1.045 -5.210 1.523
H -3.399 -4.697 0.939
H -4.166 -2.336 0.882
H -2.615 -0.516 1.437
H -1.807 -1.476 4.322
H -2.141 -0.929 6.678
H -0.731 0.782 7.792
H 1.034 1.955 6.500
H 1.390 1.430 4.128
H 4.940 0.846 -1.335
H 5.692 0.126 -3.562
H 4.084 -0.874 -5.163
H 1.722 -1.140 -4.545
H -2.311 -1.834 -2.449
H -2.882 -4.215 -2.616
H -1.127 -5.951 -2.353
H 1.217 -5.270 -1.900
H 1.814 -2.903 -1.737
H -0.645 2.341 -2.324
H -1.760 3.587 -4.124
H -2.393 2.445 -6.235
H -1.890 0.033 -6.529
H -0.767 -1.230 -4.755
Cl -4.150 6.391 0.106
C -3.562 4.754 0.106
C -4.520 3.757 0.106
C -4.114 2.425 0.106
I -5.727 1.008 0.106
C -2.750 2.016 0.106
O -2.419 0.772 0.106
C -1.778 3.080 0.106
N -0.443 2.803 0.106
C 0.475 3.784 0.106
C 0.158 5.118 0.106
C -1.188 5.446 0.106
C -2.189 4.443 0.106
H -5.574 4.012 0.106
H 1.504 3.442 0.106
H 0.928 5.878 0.106
H -1.453 6.499 0.106
H -0.405 -1.089 0.106
```

Results
LUMO level	-7.48	eV
E_tot	-3690.9531	hartree
charge	+2
multiplicity	1
Kohn-Sham gap	5.84	eV

Atom charges from the Löwdin analysis, given in e for atoms 1 to 4: atom 1 (Nb): 1.36, atom 2 (C): -0.19, atom 3 (Si): 0.56, atom 4 (C): -0.28



No. 2
This record from the OMol25 dataset describes C46H36CoF5IN9OP2Se3 as an isolated structure. The level of theory is the ωB97M-V functional and the def2-TZVPD basis.

XYZ file:
```
104
C46H36CoF5IN9OP2Se3 | the OMol25 dataset | the ωB97M-V functional and the def2-TZVPD basis
Co 0.880 -1.417 -0.712
Se 0.213 4.818 2.407
P -1.088 3.161 2.322
C -1.610 2.600 3.984
C -1.182 3.296 5.104
C -1.608 2.915 6.371
C -2.464 1.838 6.522
C -2.896 1.137 5.401
C -2.471 1.515 4.140
C -2.695 3.499 1.529
C -3.209 4.791 1.541
C -4.472 5.041 1.024
C -5.225 4.000 0.499
C -4.710 2.712 0.475
C -3.444 2.460 0.980
C -0.450 1.667 1.554
C -0.166 1.133 0.285
N 0.374 -0.075 0.536
N 0.457 -0.271 1.837
N -0.040 0.758 2.468
P -0.248 1.549 -1.486
Se 1.121 0.437 -2.693
C -1.993 1.306 -1.915
C -2.674 2.353 -2.546
C -4.019 2.297 -2.845
C -4.726 1.152 -2.494
C -4.077 0.092 -1.908
C -2.691 0.106 -1.638
C 0.087 3.333 -1.666
C 1.243 3.741 -2.328
C 1.515 5.091 -2.491
C 0.630 6.045 -2.008
C -0.522 5.645 -1.350
C -0.786 4.297 -1.174
H -0.509 4.135 4.978
H -1.265 3.464 7.239
H -2.793 1.536 7.509
H -3.557 0.287 5.511
H -2.798 0.948 3.279
H -2.606 5.590 1.956
H -4.866 6.049 1.028
H -6.210 4.194 0.092
H -5.284 1.903 0.044
H -3.029 1.460 0.918
H -2.122 3.243 -2.815
H -4.508 3.129 -3.332
H -5.787 1.076 -2.704
H -4.626 -0.819 -1.695
H -2.914 -1.786 -1.202
H 1.922 2.991 -2.712
H 2.418 5.394 -3.005
H 0.843 7.099 -2.135
H -1.209 6.380 -0.953
H -1.698 3.996 -0.680
C 0.134 -4.735 0.569
C -0.385 -5.802 1.571
N -0.746 -5.178 2.847
C 0.440 -4.510 3.388
C 0.957 -3.434 2.396
N 0.114 -3.408 1.193
C -1.260 -3.096 1.597
C -1.777 -4.168 2.596
H -0.482 -4.701 -0.329
H 1.156 -4.946 0.248
H 0.372 -6.565 1.770
H -1.270 -6.309 1.180
H 1.198 -5.275 3.577
H 0.172 -4.066 4.350
H 1.981 -3.651 2.091
H 0.939 -2.435 2.829
H -1.877 -3.068 0.698
H -1.258 -2.099 2.037
H -2.659 -4.679 2.202
H -2.054 -3.719 3.553
I 3.251 1.462 0.520
C 3.602 -0.601 0.660
C 4.695 -0.960 1.439
C 5.095 -2.282 1.465
C 4.399 -3.195 0.691
C 3.297 -2.758 -0.017
N 2.869 -1.480 -0.023
H 5.225 -0.201 1.994
H 5.939 -2.586 2.070
H 4.685 -4.236 0.641
H 2.706 -3.435 -0.620
F 8.103 -0.837 -7.088
C 7.082 -1.164 -6.299
C 7.056 -2.402 -5.679
F 8.061 -3.260 -5.880
C 5.995 -2.730 -4.858
F 6.022 -3.930 -4.280
C 4.930 -1.856 -4.630
Se 3.473 -2.312 -3.515
C 4.992 -0.617 -5.276
F 4.024 0.277 -5.113
C 6.047 -0.268 -6.097
F 6.083 0.923 -6.700
O 1.262 -2.877 -1.866
N 0.236 -3.466 -2.480
C -0.904 -2.817 -2.178
C -2.126 -3.357 -2.708
N -3.170 -3.729 -3.027
C -0.899 -1.665 -1.387
N -2.180 -1.088 -1.166
```

Results
LUMO level (alpha / beta)	1.91 / -0.09	eV
E_tot	-12409.3380	hartree
charge	-1
multiplicity	4
energy above the lowest of the compared OMol25 structures with the same formula, charge and spin	0.000	eV
Kohn-Sham gap (alpha / beta)	5.59 / 5.25	eV

Atom charges from the Löwdin analysis, given in e for atoms 1 to 4: atom 1 (Co): 0.25, atom 2 (Se): 0.28, atom 3 (P): 0.54, atom 4 (C): -0.33



Q: E_tot of number 1 (C46H36ClINNbOP2Si)?
A: -3690.9531 hartree



Q: E_tot of number 2 (C46H36CoF5IN9OP2Se3)?
A: -12409.3380 hartree



Q: Among the records above, which one has the lowest charge?
A: C46H36CoF5IN9OP2Se3



Q: multiplicity of number 1 (C46H36ClINNbOP2Si)?
A: 1